ORCA calculation (the ωB97M-V functional and the def2-TZVPD basis) on a molecular structure, C4H5LiNaO at a distorted geometry.

Values from the calculation:
Energy relative to the best compared isomer or geometry (same formula, charge and spin) (eV): 3.038
Orbital gap (spin up / spin down) (eV): 5.69 / 5.69
Total charge: +1
Maximum force (Eh/bohr): 0.058
M (g/mol): 99.0

Geometry (Å):
O -0.406 -0.788 1.393
C 0.461 -0.006 0.810
C 1.489 -0.488 -0.018
Li -0.314 -2.735 1.722
Na -1.994 0.638 2.235
H 1.656 -1.563 -0.142
H 2.378 0.153 -0.033
C 0.177 0.742 -0.774
C -1.043 0.734 -1.326
H -1.339 1.504 -2.041
H 0.819 1.610 -0.954
H -1.883 0.199 -0.871